[1]
Below is a cluster of 7 separate species, C19H31N10O2P in total, with properties calculated with ωB97M-V/def2-TZVPD.

CARTESIAN COORDINATES (ANGSTROEM)
1 N -1.77 -2.92 3.82
2 C -1.79 -1.80 3.46
3 C -1.62 -0.31 2.95
4 C -2.93 0.26 2.26
5 C -3.63 -0.69 1.18
6 O -2.75 -1.49 0.40
7 C -4.87 -1.52 1.83
8 N -4.65 -2.98 1.90
9 C -0.26 -0.07 2.16
10 C -0.43 0.56 0.73
11 N -0.80 0.84 -0.35
12 P 0.84 -1.65 2.05
13 N 0.09 -2.85 1.02
14 O 2.22 -1.15 1.15
15 H -1.51 0.29 3.92
16 H -3.69 0.42 3.10
17 H -2.79 1.30 1.81
18 H -4.14 0.02 0.44
19 H -2.41 -2.27 0.89
20 H -5.78 -1.36 1.16
21 H -5.18 -1.11 2.85
22 H -4.39 -3.37 0.99
23 H -4.00 -3.25 2.64
24 H 0.39 0.67 2.75
25 H -0.62 -3.40 1.54
26 H 0.79 -3.57 0.76
27 H 1.88 -1.13 0.21
28 C -3.86 3.81 3.22
29 C -3.32 3.31 4.48
30 N -2.88 2.91 5.47
31 H -3.08 4.20 2.57
32 H -4.39 3.03 2.67
33 H -4.58 4.63 3.39
34 C 1.57 -5.42 3.88
35 C 1.79 -6.00 2.55
36 N 1.96 -6.45 1.51
37 H 2.50 -5.04 4.31
38 H 0.87 -4.58 3.84
39 H 1.16 -6.15 4.58
40 C -4.34 6.13 -0.43
41 C -5.06 6.14 0.85
42 N -5.63 6.15 1.85
43 H -3.94 7.11 -0.67
44 H -3.50 5.43 -0.41
45 H -4.99 5.83 -1.25
46 C 5.08 -0.25 -1.72
47 C 3.64 -0.36 -1.55
48 N 2.50 -0.45 -1.42
49 H 5.60 -0.26 -0.76
50 H 5.48 -1.07 -2.32
51 H 5.36 0.68 -2.22
52 C 2.96 -0.21 -5.73
53 C 4.35 -0.17 -5.29
54 N 5.45 -0.14 -4.94
55 H 2.60 -1.23 -5.83
56 H 2.30 0.30 -5.02
57 H 2.83 0.28 -6.70
58 C 7.89 1.57 -7.42
59 C 6.95 2.01 -8.46
60 N 6.22 2.35 -9.27
61 H 7.37 1.04 -6.62
62 H 8.64 0.89 -7.83
63 H 8.42 2.41 -6.98

For the molar mass, the calculation gives 462.50 g mol⁻¹. For the maximum force, the calculation gives 3.578 eV/Å. The HOMO-LUMO gap comes out at 8.70 eV. The spin multiplicity is 1. The SMILES is N#C[C@H](C[C@@H](O)CN)[C@H](C#N)P(N)O.CC#N.CC#N.CC#N.CC#N.CC#N.CC#N.

Results of the Mulliken charge analysis, in e, for atoms 1 through 8:
1 N -0.52
2 C -0.33
3 C 0.38
4 C -1.14
5 C 0.18
6 O -0.53
7 C -0.69
8 N -0.63

=====

[2]
Below is the molecule C19H31N3O3S, with properties calculated with ωB97M-V/def2-TZVPD.

CARTESIAN COORDINATES (ANGSTROEM)
1 C -4.37 -3.21 -1.23
2 C -4.89 -2.03 -0.43
3 C -4.14 -1.86 0.88
4 S -2.44 -1.23 0.66
5 O -1.96 -0.96 1.99
6 O -1.68 -2.10 -0.18
7 N -2.55 0.22 -0.10
8 C -2.49 0.36 -1.54
9 C -1.57 1.52 -1.91
10 C -2.02 2.80 -1.20
11 C -2.06 2.57 0.32
12 C -0.61 2.42 0.82
13 O 0.24 3.22 0.44
14 N -0.35 1.44 1.69
15 C 0.98 1.16 2.19
16 C 1.46 -0.21 1.69
17 C 1.72 -0.23 0.18
18 N 2.98 0.36 -0.20
19 C 3.00 1.74 -0.64
20 C 4.15 -0.36 -0.15
21 C 4.20 -1.65 0.38
22 C 5.39 -2.37 0.41
23 C 6.56 -1.82 -0.07
24 C 6.53 -0.54 -0.60
25 C 5.35 0.18 -0.65
26 C -2.99 1.39 0.61
27 H -3.30 -3.12 -1.39
28 H -4.86 -3.26 -2.20
29 H -4.56 -4.14 -0.70
30 H -4.79 -1.11 -1.01
31 H -5.95 -2.17 -0.21
32 H -4.03 -2.80 1.41
33 H -4.61 -1.12 1.54
34 H -3.49 0.54 -1.95
35 H -2.10 -0.58 -1.93
36 H -0.55 1.29 -1.62
37 H -1.60 1.67 -2.99
38 H -3.01 3.10 -1.55
39 H -1.32 3.61 -1.41
40 H -2.45 3.47 0.81
41 H -1.02 0.71 1.88
42 H 1.64 1.96 1.85
43 H 0.94 1.16 3.28
44 H 0.70 -0.95 1.93
45 H 2.38 -0.47 2.22
46 H 0.92 0.32 -0.32
47 H 1.68 -1.26 -0.18
48 H 3.75 2.31 -0.10
49 H 2.03 2.20 -0.46
50 H 3.21 1.81 -1.71
51 H 3.32 -2.12 0.78
52 H 5.39 -3.36 0.83
53 H 7.49 -2.38 -0.04
54 H 7.43 -0.10 -0.99
55 H 5.37 1.16 -1.08
56 H -4.01 1.67 0.28
57 H -3.03 1.15 1.67

For the molar mass, the calculation gives 381.54 g mol⁻¹. For the maximum force, the calculation gives 0.886 eV/Å. The HOMO-LUMO gap comes out at 7.53 eV. The spin multiplicity is 1. The SMILES is CCCS(=O)(=O)N1CCC[C@H](C(=O)NCCCN(C)c2ccccc2)C1. The energy relative to the best compared isomer or geometry (same formula, charge and spin) comes out at 0.1720 eV.

Results of the Mulliken charge analysis, in e, for atoms 1 through 8:
1 C -1.21
2 C -0.06
3 C -1.05
4 S 1.53
5 O -0.87
6 O -0.71
7 N 0.28
8 C -0.94

=====

[3]
Below is the molecule C19H31N3O4, with properties calculated with ωB97M-V/def2-TZVPD.

CARTESIAN COORDINATES (ANGSTROEM)
1 C 2.35 1.25 -4.47
2 C 1.43 2.18 -4.24
3 C 0.01 2.05 -4.70
4 C 1.74 3.43 -3.46
5 C 1.10 3.43 -2.08
6 O 0.54 4.41 -1.62
7 N 1.23 2.26 -1.41
8 C 0.65 2.07 -0.08
9 C -0.85 1.75 -0.17
10 C -1.12 0.25 -0.33
11 C -0.43 -0.39 -1.54
12 C 0.96 -0.82 -1.01
13 C 0.93 -0.41 0.47
14 C 1.42 1.02 0.74
15 C 2.93 1.15 0.61
16 N -0.51 -0.42 0.85
17 C -1.00 -1.70 1.12
18 O -0.54 -2.72 0.66
19 C -2.27 -1.78 2.00
20 C -2.61 -0.46 2.68
21 C -3.43 -2.25 1.13
22 N -2.05 -2.81 3.01
23 C -0.87 -2.85 3.68
24 O -0.02 -1.98 3.65
25 O -0.76 -3.98 4.40
26 C 0.46 -4.11 5.14
27 H 3.38 1.37 -4.14
28 H 2.11 0.34 -5.00
29 H -0.23 2.84 -5.42
30 H -0.18 1.08 -5.16
31 H -0.68 2.18 -3.86
32 H 2.82 3.55 -3.34
33 H 1.37 4.32 -3.97
34 H 1.64 1.49 -1.90
35 H 0.76 3.04 0.41
36 H -1.33 2.07 0.76
37 H -1.29 2.32 -0.99
38 H -2.20 0.08 -0.34
39 H -0.99 -1.27 -1.87
40 H -0.37 0.30 -2.39
41 H 1.07 -1.90 -1.08
42 H 1.79 -0.38 -1.56
43 H 1.46 -1.11 1.11
44 H 1.15 1.21 1.78
45 H 3.29 0.85 -0.38
46 H 3.25 2.18 0.78
47 H 3.43 0.51 1.35
48 H -2.81 0.32 1.95
49 H -3.50 -0.59 3.30
50 H -1.79 -0.13 3.31
51 H -3.69 -1.50 0.38
52 H -3.17 -3.18 0.61
53 H -4.32 -2.42 1.75
54 H -2.53 -3.69 2.90
55 H 0.39 -5.06 5.65
56 H 1.31 -4.09 4.46
57 H 0.56 -3.29 5.85

For the molar mass, the calculation gives 365.47 g mol⁻¹. For the maximum force, the calculation gives 0.730 eV/Å. The HOMO-LUMO gap comes out at 9.87 eV. The spin multiplicity is 1. The SMILES is C=C(C)CC(=O)N[C@H]1C[C@H]2CC[C@@H]([C@H]1C)N2C(=O)C(C)(C)NC(=O)OC. The energy relative to the best compared isomer or geometry (same formula, charge and spin) comes out at 0.4040 eV.

Results of the Mulliken charge analysis, in e, for atoms 1 through 8:
1 C -1.05
2 C 1.03
3 C -1.33
4 C -0.99
5 C 0.63
6 O -0.68
7 N 0.42
8 C -0.84

=====

[4]
Below is the molecule C19H31NO2S, with properties calculated with ωB97M-V/def2-TZVPD.

CARTESIAN COORDINATES (ANGSTROEM)
1 C -4.51 -2.16 -1.97
2 C -3.50 -1.05 -1.40
3 C -4.04 -0.94 0.05
4 C -3.14 -0.15 0.66
5 O -3.65 0.96 1.39
6 C -1.84 -0.47 1.10
7 C -0.79 0.66 0.94
8 N -0.93 1.90 0.49
9 C -1.88 2.28 -0.33
10 C -1.38 3.76 -0.98
11 C -0.62 4.26 0.05
12 C 0.12 3.02 0.83
13 C 0.42 0.34 1.85
14 C 1.04 -0.85 0.97
15 C 2.40 -1.40 1.39
16 C 3.56 -0.30 1.14
17 C 4.95 -0.69 1.17
18 S 3.35 0.87 -0.47
19 C 3.91 -0.44 -2.01
20 C 2.82 -1.39 -2.07
21 C 0.02 -2.06 1.35
22 C -1.40 -1.57 0.86
23 O -2.12 -2.64 1.17
24 H -4.36 -3.12 -1.54
25 H -5.41 -1.75 -2.15
26 H -4.19 -2.39 -2.99
27 H -2.60 -1.47 -1.42
28 H -3.66 -0.16 -1.97
29 H -5.07 -0.38 0.00
30 H -4.24 -1.79 0.65
31 H -2.85 2.63 0.35
32 H -2.22 1.52 -1.11
33 H -0.70 3.22 -1.73
34 H -1.98 4.33 -1.44
35 H -1.16 4.48 0.74
36 H 0.27 4.71 -0.13
37 H 1.03 2.66 0.16
38 H 0.22 3.04 1.99
39 H 0.46 -0.15 2.78
40 H 1.39 0.90 1.70
41 H 1.18 -0.78 -0.16
42 H 2.47 -1.78 2.36
43 H 2.65 -2.18 0.63
44 H 3.34 0.47 1.80
45 H 5.63 -0.05 0.87
46 H 5.15 -1.61 0.58
47 H 5.07 -1.26 2.22
48 H 4.63 -0.89 -1.24
49 H 4.08 0.19 -2.61
50 H 2.53 -2.09 -1.55
51 H 3.08 -1.83 -3.10
52 H 2.00 -0.95 -2.48
53 H 0.25 -2.69 2.19
54 H 0.28 -2.78 0.46

For the molar mass, the calculation gives 337.53 g mol⁻¹. For the maximum force, the calculation gives 19.552 eV/Å. The HOMO-LUMO gap comes out at 8.08 eV. The spin multiplicity is 1. The SMILES is CCCC(=O)C1=C(N2CCCC2)C[C@@H](C[C@@H](C)SCC)CC1=O. The energy relative to the best compared isomer or geometry (same formula, charge and spin) comes out at 18.3370 eV.

Results of the Mulliken charge analysis, in e, for atoms 1 through 8:
1 C -1.73
2 C -0.39
3 C -1.13
4 C 0.50
5 O -0.76
6 C 0.27
7 C 0.68
8 N 0.35

=====

[5]
Below is a cluster of 3 separate species, C19H32BrIN3O3P in total, with properties calculated with ωB97M-V/def2-TZVPD.

CARTESIAN COORDINATES (ANGSTROEM)
1 C -1.24 -1.46 2.16
2 C -1.87 -0.74 0.96
3 C -3.18 0.00 1.29
4 I -3.12 1.18 3.09
5 C -3.68 0.82 0.13
6 C -3.02 1.92 -0.36
7 P -1.46 2.43 0.49
8 O -1.83 4.00 0.78
9 Br -0.02 2.62 -1.26
10 C -3.56 2.66 -1.47
11 N -2.99 3.85 -2.00
12 C -4.72 2.23 -2.07
13 C -5.38 1.09 -1.61
14 N -6.53 0.69 -2.24
15 C -7.10 -0.38 -1.77
16 C -6.59 -1.10 -0.66
17 N -5.51 -0.73 -0.03
18 C -4.87 0.38 -0.50
19 H -0.52 -0.80 2.64
20 H -2.01 -1.70 2.89
21 H -0.71 -2.36 1.85
22 H -1.16 -0.09 0.46
23 H -2.18 -1.50 0.23
24 H -3.91 -0.77 1.52
25 H -2.76 4.09 1.03
26 H -2.28 3.62 -2.69
27 H -2.54 4.40 -1.28
28 H -5.13 2.79 -2.89
29 H -8.01 -0.72 -2.25
30 H -7.11 -1.98 -0.31
31 C 4.74 -2.43 2.94
32 C 3.34 -2.29 2.38
33 O 2.31 -2.31 3.35
34 C 2.37 -1.29 4.33
35 C 2.31 0.12 3.76
36 H 4.82 -3.35 3.53
37 H 5.47 -2.47 2.13
38 H 5.01 -1.60 3.59
39 H 3.12 -3.13 1.72
40 H 3.27 -1.39 1.76
41 H 3.26 -1.40 4.96
42 H 1.51 -1.46 4.97
43 H 3.17 0.33 3.12
44 H 2.30 0.86 4.56
45 H 1.41 0.24 3.16
46 C 1.95 0.06 -3.37
47 C 2.84 -0.24 -2.18
48 O 3.81 -1.25 -2.42
49 C 4.73 -1.00 -3.46
50 C 5.58 0.24 -3.25
51 H 1.43 -0.84 -3.70
52 H 1.21 0.81 -3.08
53 H 2.50 0.46 -4.22
54 H 2.24 -0.61 -1.35
55 H 3.33 0.68 -1.83
56 H 4.22 -0.96 -4.43
57 H 5.37 -1.88 -3.49
58 H 4.98 1.15 -3.24
59 H 6.30 0.34 -4.06
60 H 6.12 0.18 -2.31

For the molar mass, the calculation gives 588.27 g mol⁻¹. For the maximum force, the calculation gives 0.673 eV/Å. The HOMO-LUMO gap comes out at 7.89 eV. The spin multiplicity is 1. The SMILES is CC[C@@H](I)c1c(P(O)Br)c(N)cc2nccnc12.CCOCC.CCOCC.

Results of the Mulliken charge analysis, in e, for atoms 1 through 8:
1 C -1.28
2 C 0.18
3 C -1.53
4 I 0.09
5 C -0.18
6 C 0.42
7 P 0.56
8 O -0.58

=====

[6]
Below is a structure of composition C19H32BrNO4Re, with properties calculated with ωB97M-V/def2-TZVPD.

CARTESIAN COORDINATES (ANGSTROEM)
1 Re -0.81 -0.12 -0.78
2 C 1.04 0.86 1.86
3 C 0.48 2.16 1.36
4 O -0.83 1.91 0.81
5 C -1.89 2.05 1.77
6 C -3.09 1.33 1.23
7 O -2.76 -0.02 0.87
8 C -2.65 -0.94 1.94
9 C -2.06 -2.17 1.32
10 O -0.80 -1.82 0.71
11 C 0.36 -2.13 1.52
12 C 1.51 -1.35 0.96
13 O 1.10 0.00 0.71
14 H 0.39 0.42 2.63
15 H 2.04 1.00 2.28
16 H 1.09 2.54 0.54
17 H 0.44 2.91 2.15
18 H -2.13 3.11 1.90
19 H -1.57 1.66 2.73
20 H -3.43 1.81 0.31
21 H -3.91 1.36 1.95
22 H -3.64 -1.16 2.36
23 H -2.00 -0.55 2.73
24 H -2.70 -2.56 0.52
25 H -1.91 -2.95 2.06
26 H 0.56 -3.20 1.45
27 H 0.15 -1.88 2.56
28 H 1.82 -1.75 -0.01
29 H 2.36 -1.37 1.64
30 C -2.60 4.19 -3.69
31 C -1.42 3.29 -3.40
32 C -0.19 3.47 -4.01
33 C 0.87 2.63 -3.71
34 C 0.67 1.63 -2.78
35 Br 2.07 0.46 -2.35
36 N -0.50 1.44 -2.18
37 C -1.53 2.26 -2.49
38 H -2.53 4.61 -4.69
39 H -2.63 5.02 -2.98
40 H -3.54 3.65 -3.61
41 H -0.05 4.25 -4.75
42 H 1.84 2.74 -4.18
43 H -2.47 2.05 -2.00
44 C -1.32 -1.65 -4.29
45 C -1.53 -2.27 -2.89
46 C -2.67 -3.28 -2.94
47 C -0.23 -2.95 -2.44
48 C -1.91 -1.11 -2.01
49 H -1.12 -2.46 -5.00
50 H -0.46 -0.97 -4.30
51 H -2.21 -1.11 -4.63
52 H -2.39 -4.13 -3.56
53 H -3.58 -2.83 -3.36
54 H -2.92 -3.66 -1.94
55 H 0.12 -3.64 -3.20
56 H -0.38 -3.52 -1.52
57 H 0.57 -2.22 -2.27
58 H -2.96 -0.81 -2.13

For the molar mass, the calculation gives 604.58 g mol⁻¹. For the maximum force, the calculation gives 1.172 eV/Å. The charge is +2. The HOMO-LUMO gap (alpha / beta) comes out at 8.78 / 8.18 eV. Its expectation value of S² is 3.89. The spin multiplicity is 4. The energy relative to the best compared isomer or geometry (same formula, charge and spin) comes out at 0.1037 eV.

Results of the Mulliken charge analysis, in e, for atoms 1 through 8:
1 Re 0.76
2 C -0.38
3 C -0.89
4 O -0.24
5 C -0.62
6 C -0.83
7 O -0.33
8 C -0.42

=====

[7]
Below is a cluster of 3 separate species, C19H32Cl4F5NO4S in total, with properties calculated with ωB97M-V/def2-TZVPD.

CARTESIAN COORDINATES (ANGSTROEM)
1 C 3.86 -1.71 -1.79
2 C 3.23 -2.62 -0.55
3 N 1.84 -2.09 -0.27
4 C 1.94 -0.96 0.77
5 C 0.48 -0.24 0.81
6 C 0.41 1.23 1.53
7 C 1.84 2.09 1.44
8 C 2.01 2.82 -0.02
9 O 1.26 2.21 -1.13
10 S -0.45 2.48 -0.93
11 O -0.85 3.91 -1.38
12 O -1.27 1.43 -1.76
13 C -0.73 2.26 0.95
14 C -2.26 1.99 1.38
15 C -2.71 0.48 1.75
16 C -2.48 0.22 3.37
17 C -2.44 -1.36 3.80
18 F -3.84 -1.71 4.26
19 F -1.99 -2.29 2.74
20 C -1.51 -1.44 5.19
21 F -0.10 -1.17 4.81
22 F -1.72 -2.68 5.96
23 F -1.91 -0.30 6.10
24 C 0.89 -3.18 0.18
25 C -0.31 -3.60 -0.91
26 O 0.89 -3.79 1.37
27 H 3.91 -0.57 -1.48
28 H 4.96 -2.06 -2.04
29 H 3.23 -1.79 -2.78
30 H 3.27 -3.75 -0.87
31 H 3.92 -2.37 0.39
32 H 2.83 -0.29 0.39
33 H 2.20 -1.52 1.79
34 H 0.04 -0.29 -0.28
35 H -0.22 -0.96 1.46
36 H 0.27 1.02 2.69
37 H 2.76 1.49 1.81
38 H 1.69 2.97 2.23
39 H 3.15 2.99 -0.30
40 H 1.57 3.93 0.10
41 H -0.43 3.33 1.39
42 H -2.51 2.67 2.33
43 H -2.97 2.39 0.51
44 H -3.90 0.43 1.61
45 H -2.29 -0.37 1.07
46 H -3.46 0.67 3.89
47 H -1.58 0.81 3.82
48 H 0.11 -3.29 -1.98
49 H -0.48 -4.77 -0.94
50 H -1.30 -2.99 -0.76
51 Cl -5.02 2.54 -0.90
52 C -5.74 1.14 -1.74
53 C -6.87 0.51 -0.95
54 Cl -6.29 -0.29 0.54
55 H -4.94 0.42 -1.94
56 H -6.11 1.50 -2.70
57 H -7.37 -0.26 -1.55
58 H -7.62 1.25 -0.66
59 Cl 3.95 1.17 -3.64
60 C 5.27 1.10 -4.84
61 C 5.11 -0.08 -5.79
62 Cl 5.35 -1.64 -4.98
63 H 6.22 1.05 -4.30
64 H 5.24 2.03 -5.40
65 H 5.86 -0.02 -6.59
66 H 4.12 -0.09 -6.26

For the molar mass, the calculation gives 607.34 g mol⁻¹. For the maximum force, the calculation gives 7.841 eV/Å. The HOMO-LUMO gap comes out at 9.54 eV. The spin multiplicity is 1. The SMILES is CCN(CC[C@H]1CCOS(=O)(=O)[C@H]1CCCC(F)(F)C(F)(F)F)C(C)=O.ClCCCl.ClCCCl.

Results of the Mulliken charge analysis, in e, for atoms 1 through 8:
1 C -0.60
2 C -0.47
3 N 0.31
4 C -0.81
5 C -0.06
6 C 0.25
7 C -0.77
8 C -0.44

=====

[8]
Below is a structure of composition C19H32N2O3, with properties calculated with ωB97M-V/def2-TZVPD.

CARTESIAN COORDINATES (ANGSTROEM)
1 C 5.54 1.25 1.66
2 C 4.78 0.82 0.39
3 C 4.61 -0.60 0.31
4 H 5.49 -1.19 0.23
5 H 4.02 -1.22 1.11
6 C 3.54 -1.22 -0.80
7 N 2.13 -0.86 -0.54
8 C 1.20 -1.58 -0.63
9 O 1.22 -2.78 -0.70
10 O 0.14 -0.95 -0.20
11 C -1.20 -1.40 -0.07
12 C -1.90 -1.71 -1.56
13 H -1.17 -2.69 -2.15
14 C -1.92 -0.41 -2.20
15 C -0.70 -0.17 -3.18
16 C -0.27 1.15 -2.38
17 N -0.81 1.19 -1.17
18 C -0.18 1.78 -0.10
19 O 1.18 2.08 -0.31
20 C -0.91 2.40 1.15
21 C -2.39 2.69 0.70
22 C -3.39 1.58 1.03
23 H -3.36 1.28 1.97
24 C -2.90 0.34 0.19
25 C -2.04 -0.59 0.58
26 H -1.29 -0.23 1.52
27 C -2.99 -1.83 1.63
28 C -2.27 -2.18 2.77
29 H -1.99 -1.65 3.61
30 H -1.45 -3.01 2.53
31 H -3.01 -2.87 3.28
32 H -3.47 -2.42 0.84
33 H -3.78 -0.99 2.04
34 C -2.18 0.60 -1.31
35 H -2.87 1.36 -1.79
36 H -3.71 -0.02 -0.29
37 H -4.24 1.81 0.38
38 H -2.67 3.44 1.81
39 H -2.46 3.23 -0.16
40 H -0.89 1.78 1.96
41 H -0.25 3.18 1.49
42 H -0.65 2.08 -2.92
43 H 0.78 1.19 -2.35
44 H 0.03 -1.06 -2.90
45 H -1.02 -0.02 -4.19
46 H -2.66 -0.65 -2.90
47 H -2.69 -2.37 -1.24
48 H -0.81 -2.73 0.40
49 H 2.04 0.34 -0.64
50 H 3.47 -2.16 -0.88
51 H 4.03 -0.66 -1.83
52 H 3.67 1.36 0.42
53 H 5.28 1.24 -0.63
54 H 5.67 2.25 1.70
55 H 6.59 0.73 1.63
56 H 5.07 1.03 2.72

For the molar mass, the calculation gives 336.48 g mol⁻¹. For the maximum force, the calculation gives 18.279 eV/Å. The HOMO-LUMO gap comes out at 8.64 eV. The spin multiplicity is 1. The energy relative to the best compared isomer or geometry (same formula, charge and spin) comes out at 18.3326 eV.

Results of the Mulliken charge analysis, in e, for atoms 1 through 8:
1 C -1.33
2 C 0.46
3 C -0.68
4 H 0.45
5 H 0.16
6 C -1.67
7 N 0.14
8 C 0.92

=====

Number 1 is which compound? C19H31N10O2P